DFT (the ωB97M-V functional and the def2-TZVPD basis) results for a molecular structure, C47H42F9N5O2S7Sr in a non-equilibrium geometry.

The calculation puts the HOMO-LUMO gap (alpha / beta) at 4.0 / 5.8 eV. The energy above the lowest of the compared OMol25 structures with the same formula, charge and spin is 338.8 kJ/mol. The total energy is -162093.7652 eV. Its max |F| is 0.10926 hartree/bohr. The HOMO energy (alpha / beta) comes out at -0.43 / -2.21 eV. As for the total charge: -2. Its LUMO energy (alpha / beta) is 3.570 / 3.569 eV.

Last column: Löwdin charge in e.
Element x y z (Å)
Sr (1.95801, -1.05524, 0.67771)  1.086
C (3.78618, 1.81368, 0.03978)  -0.515
C (3.69509, 1.29431, -1.38457)  -0.443
S (2.50243, 0.02769, -1.80432)  0.875
C (3.31345, -1.30548, -2.61524)  -0.520
C (4.47335, -1.89282, -1.87740)  -0.529
S (4.05240, -2.58426, -0.27302)  0.940
C (5.22594, -1.64578, 0.76335)  -0.487
C (5.47189, -0.17823, 0.80053)  -0.528
S (4.09624, 0.70723, 1.37010)  0.917
H (4.50539, 2.63174, 0.01604)  0.086
H (2.82677, 2.26353, 0.33150)  0.046
H (3.64200, 2.15078, -2.07660)  0.079
H (4.64362, 0.80725, -1.62001)  0.056
H (2.47137, -2.00670, -2.51982)  0.079
H (3.50180, -1.22863, -3.69440)  0.084
H (4.91871, -2.68253, -2.49686)  0.076
H (5.25588, -1.14079, -1.77844)  0.059
H (4.86985, -1.98361, 1.77136)  0.071
H (6.18891, -2.16348, 0.70552)  0.084
H (6.27238, -0.06332, 1.53670)  0.089
H (5.86796, 0.22510, -0.12688)  0.072
N (0.46849, 0.57233, -0.61800)  -0.507
S (-0.22216, 1.27505, -1.65267)  0.755
N (-1.94281, 0.91763, -1.83744)  -0.335
S (-2.69202, 1.48899, -0.52019)  0.720
N (-2.38733, 1.25876, 0.96865)  -0.335
S (-1.66901, -0.44601, 1.39681)  0.839
N (-0.32189, -0.69510, 1.20292)  -0.468
C (-2.76793, -1.71531, 0.55730)  -0.257
C (-2.08964, -2.36638, -0.45397)  -0.075
C (-2.68539, -3.47251, -1.02337)  -0.070
C (-3.89259, -3.95074, -0.52521)  -0.103
C (-4.51292, -3.32986, 0.53093)  -0.100
C (-3.94316, -2.21072, 1.10545)  -0.065
C (-2.20436, -0.52748, 3.13502)  -0.287
C (-3.17729, 0.26763, 3.75550)  -0.076
C (-3.32245, 0.16515, 5.12926)  -0.110
C (-2.49908, -0.66914, 5.85510)  -0.096
C (-1.50828, -1.41550, 5.21254)  -0.055
C (-1.32823, -1.33470, 3.84232)  -0.048
C (-4.32485, 0.68768, -0.68802)  -0.303
C (-4.68030, -0.11594, -1.73786)  -0.071
C (-6.00946, -0.58494, -1.80551)  -0.087
C (-6.93867, -0.21381, -0.86841)  -0.118
C (-6.56910, 0.63839, 0.15615)  -0.088
C (-5.26590, 1.09970, 0.24615)  -0.072
C (-2.93619, 3.08873, -0.73198)  -0.430
C (-2.74950, 4.04951, 0.33176)  -0.092
C (-3.04102, 5.39658, 0.09297)  -0.135
C (-3.58546, 5.86422, -1.11924)  -0.154
C (-3.81924, 4.91972, -2.13813)  -0.147
C (-3.52604, 3.56144, -1.99441)  -0.092
C (0.26461, 1.18797, -3.49738)  -0.284
C (1.57062, 1.59958, -3.80663)  -0.187
C (2.20109, 1.23788, -4.99259)  -0.095
C (1.51457, 0.40531, -5.86356)  -0.107
C (0.31481, -0.17132, -5.48152)  -0.099
C (-0.27071, 0.13428, -4.25555)  -0.075
C (0.15629, 3.02743, -1.34690)  -0.303
C (-0.03792, 4.04541, -2.26353)  -0.078
C (0.35707, 5.32180, -1.91316)  -0.090
C (0.94037, 5.57421, -0.69860)  -0.093
C (1.13855, 4.54284, 0.20673)  -0.066
C (0.71301, 3.26556, -0.09601)  -0.090
H (-1.08534, -2.03573, -0.71225)  0.103
H (-2.19145, -4.01541, -1.81532)  0.100
H (-4.34042, -4.83605, -0.96202)  0.094
H (-5.42951, -3.74038, 0.95175)  0.101
H (-4.37116, -1.72684, 1.96943)  0.107
H (-3.77200, 0.95120, 3.16369)  0.088
H (-4.06309, 0.77749, 5.61766)  0.091
H (-2.61463, -0.73310, 6.92491)  0.091
H (-0.86414, -2.03301, 5.81918)  0.104
H (-0.52239, -1.85576, 3.29780)  0.081
H (-3.94808, -0.43551, -2.46531)  0.096
H (-6.28575, -1.23877, -2.62409)  0.096
H (-7.95213, -0.59071, -0.94362)  0.093
H (-7.30257, 0.94846, 0.88600)  0.096
H (-4.98498, 1.78574, 1.03614)  0.108
H (-2.32290, 3.79762, 1.29316)  0.091
H (-2.81505, 6.08558, 0.89940)  0.085
H (-3.85108, 6.90799, -1.24478)  0.067
H (-4.26343, 5.23566, -3.07852)  0.081
H (-3.73293, 2.91694, -2.85418)  0.093
H (1.95078, 2.46328, -3.24143)  0.097
H (3.14989, 1.66072, -5.26169)  0.099
H (1.90615, 0.20941, -6.85339)  0.095
H (-0.21513, -0.81325, -6.18228)  0.097
H (-1.21694, -0.30361, -3.93009)  0.098
H (-0.49011, 3.83631, -3.22201)  0.116
H (0.18802, 6.12193, -2.61423)  0.099
H (1.23588, 6.58056, -0.46473)  0.094
H (1.58475, 4.75005, 1.17308)  0.114
H (0.73158, 2.43774, 0.61882)  0.115
O (0.66484, -2.68808, 1.69360)  -0.605
S (2.89701, 1.56661, 5.36089)  0.408
C (2.53642, 0.78458, 4.06548)  -1.175
N (2.15312, 0.16634, 3.17649)  -0.068
F (1.65771, -4.89893, 3.43468)  0.173
C (2.97320, -4.70657, 3.52595)  -0.554
F (3.52771, -5.83074, 4.04707)  0.121
F (3.18318, -3.72361, 4.40957)  0.173
C (3.59569, -4.38995, 2.18010)  -0.386
O (3.06660, -3.23462, 1.77887)  -0.322
C (5.13360, -4.25536, 2.37627)  -0.543
F (5.45742, -3.25536, 3.21980)  0.149
F (5.83074, -4.12330, 1.22639)  0.082
F (5.69824, -5.35354, 2.87033)  0.143
C (3.35850, -5.58497, 1.20524)  -0.522
F (2.05544, -5.80426, 1.01602)  0.171
F (3.92103, -5.42138, -0.00972)  0.102
F (3.91954, -6.72018, 1.70114)  0.121

=====

DFT (the ωB97M-V functional and the def2-TZVPD basis) results for a molecular structure, C47H43FeN4O4SSi.

The calculation puts the HOMO-LUMO gap (alpha / beta) at 7.1 / 7.1 eV. The total energy is -116694.5633 eV. Its max |F| is 0.00346 hartree/bohr. The HOMO energy (alpha / beta) comes out at -4.63 / -4.67 eV. As for the total charge: -1. As for the spin multiplicity: 5. Its LUMO energy (alpha / beta) is 2.434 / 2.435 eV.

Last column: Löwdin spin population.
Element x y z (Å)
Fe (0.43772, 1.35816, 0.71899)  3.702
C (-0.40881, 0.17497, 3.70720)  0.000
O (0.71879, 0.83463, 3.14117)  0.019
C (1.92659, 0.21600, 3.25979)  0.002
C (2.21915, -0.73663, 4.22109)  0.000
C (3.50177, -1.26900, 4.29053)  0.001
C (4.48485, -0.86334, 3.40221)  0.000
C (4.18781, 0.08802, 2.43436)  0.002
C (2.91707, 0.62802, 2.35851)  0.005
N (2.50075, 1.58579, 1.39948)  0.043
N (3.39197, 2.38417, 1.02026)  -0.004
C (2.99124, 3.44348, 0.24659)  0.003
C (1.66091, 3.95191, 0.28235)  0.002
O (0.68666, 3.41159, 0.89290)  0.046
C (1.43089, 5.21762, -0.38570)  0.003
C (2.40571, 5.87127, -1.04645)  -0.002
C (3.74870, 5.37199, -1.09411)  0.000
C (4.76425, 6.06513, -1.77605)  0.000
C (6.05297, 5.59294, -1.79569)  0.001
C (6.35228, 4.39705, -1.12398)  0.000
C (5.37359, 3.69786, -0.46210)  0.002
C (4.04225, 4.16688, -0.42576)  0.000
H (-0.39697, 0.26000, 4.79681)  0.000
H (-0.42624, -0.87397, 3.40678)  0.000
H (-1.28100, 0.68618, 3.30708)  0.000
H (1.45632, -1.07962, 4.90638)  0.000
H (3.71926, -2.02176, 5.03810)  0.000
H (5.47793, -1.29122, 3.45304)  0.000
H (4.92965, 0.41846, 1.71952)  0.000
H (0.41614, 5.59358, -0.34959)  0.000
H (2.18555, 6.80149, -1.56090)  0.000
H (4.50871, 6.98723, -2.28757)  0.000
H (6.82879, 6.13286, -2.32385)  0.000
H (7.36708, 4.01670, -1.13300)  0.000
H (5.60844, 2.77238, 0.04452)  0.000
C (-0.64315, -0.94141, -4.53368)  0.000
C (-0.85037, 0.55789, -4.35934)  0.002
N (-1.82355, 0.87175, -3.32205)  0.005
C (-3.22768, 0.65288, -3.67160)  0.000
C (-3.82498, -0.61014, -3.06874)  0.000
C (-1.48155, 1.30860, -2.08230)  0.006
S (0.17457, 1.60489, -1.74531)  0.032
N (-2.55251, 1.50729, -1.29265)  0.003
C (-2.55832, 1.69736, 0.01905)  0.004
O (-1.63813, 1.63971, 0.86174)  0.029
C (-3.93537, 1.95938, 0.58616)  0.002
C (-4.05597, 2.35352, 1.91510)  0.000
C (-5.30782, 2.56200, 2.47560)  0.000
C (-6.45225, 2.36750, 1.71392)  0.000
C (-6.33819, 1.96973, 0.38808)  0.000
C (-5.08552, 1.77037, -0.17383)  0.000
H (0.14140, -1.13066, -5.26963)  0.000
H (-1.55417, -1.43593, -4.87754)  0.000
H (-0.33852, -1.39276, -3.58757)  0.000
H (-1.20667, 1.00476, -5.29265)  0.000
H (0.08772, 1.03589, -4.09954)  0.002
H (-3.26858, 0.60291, -4.76189)  0.000
H (-3.80125, 1.52382, -3.35500)  0.000
H (-3.28142, -1.49967, -3.38765)  0.000
H (-4.86957, -0.71719, -3.37536)  0.000
H (-3.78562, -0.56517, -1.98264)  0.000
H (-3.15281, 2.49518, 2.49384)  0.000
H (-5.39108, 2.87460, 3.50947)  0.000
H (-7.43063, 2.52407, 2.15244)  0.000
H (-7.22834, 1.81089, -0.20896)  0.000
H (-4.97769, 1.45369, -1.20237)  0.000
O (0.50639, -0.60232, 0.78246)  0.071
Si (0.08387, -2.06946, 0.36809)  0.013
C (0.41878, -3.29288, 1.77735)  0.002
C (1.73224, -3.45069, 2.22991)  0.000
C (2.04322, -4.32521, 3.26058)  0.000
C (1.03705, -5.06170, 3.87356)  0.000
C (-0.27563, -4.91643, 3.44746)  0.000
C (-0.57611, -4.04301, 2.40774)  0.000
C (-1.76539, -2.26669, 0.01608)  0.001
C (-2.28790, -3.25730, -0.81921)  0.000
C (-3.65785, -3.47100, -0.91823)  0.000
C (-4.53896, -2.68784, -0.18488)  0.000
C (-4.04475, -1.68018, 0.63351)  0.000
C (-2.67402, -1.47731, 0.72840)  0.000
C (1.08252, -2.72850, -1.09174)  0.001
C (1.82371, -1.85009, -1.88411)  0.000
C (2.59525, -2.31328, -2.94359)  0.000
C (2.63424, -3.66926, -3.23598)  0.000
C (1.91120, -4.56222, -2.45439)  0.000
C (1.15436, -4.09260, -1.38979)  0.000
H (2.52508, -2.86849, 1.77183)  0.000
H (3.07050, -4.42842, 3.59145)  0.000
H (1.27652, -5.74568, 4.67965)  0.000
H (-1.06640, -5.48544, 3.92258)  0.000
H (-1.60673, -3.94309, 2.08175)  0.000
H (-1.61429, -3.87393, -1.40532)  0.000
H (-4.03866, -4.24594, -1.57386)  0.000
H (-5.60760, -2.84967, -0.26399)  0.000
H (-4.72589, -1.04368, 1.18765)  0.000
H (-2.29601, -0.68223, 1.36306)  0.000
H (1.78595, -0.78803, -1.66931)  0.000
H (3.16437, -1.61164, -3.54235)  0.000
H (3.23304, -4.03203, -4.06335)  0.000
H (1.94970, -5.62412, -2.66747)  0.000
H (0.62546, -4.80615, -0.76355)  0.000